{"formula": "C20H40As2N4Pd", "method": "ωB97M-V with the def2-TZVPD basis set", "symbols": ["Pd", "C", "C", "N", "C", "C", "N", "C", "C", "C", "N", "C", "C", "N", "C", "H", "H", "H", "H", "H", "H", "H", "H", "H", "H", "H", "H", "H", "H", "H", "H", "H", "H", "H", "H", "H", "H", "H", "H", "C", "As", "C", "C", "C", "C", "C", "C", "C", "As", "C", "C", "H", "H", "H", "H", "H", "H", "H", "H", "H", "H", "H", "H", "H", "H", "H", "H"], "coordinates": [[0.3679, 0.4020, 0.0368], [3.4609, -0.0421, 2.0049], [3.4624, -0.2839, 0.5062], [2.8089, 0.8159, -0.2144], [3.0450, 1.0160, -1.6513], [2.0287, 0.3050, -2.5331], [0.6333, 0.6650, -2.2096], [0.0849, 1.8966, -2.8614], [0.3406, 3.2350, -2.1792], [-0.2705, 3.4159, -0.7980], [0.5159, 2.6775, 0.2174], [0.1863, 2.9214, 1.6350], [1.1405, 2.1153, 2.5007], [1.0324, 0.6661, 2.1966], [2.1235, -0.1953, 2.7188], [4.1443, -0.7600, 2.4631], [3.9129, 0.9327, 2.2134], [4.5024, -0.3197, 0.1523], [3.0037, -1.2334, 0.2136], [2.9824, 1.6783, 0.2940], [3.0383, 2.0873, -1.8411], [4.0442, 0.6474, -1.9013], [2.2540, 0.5487, -3.5749], [2.1261, -0.7771, -2.4283], [0.0588, -0.1094, -2.5278], [0.4659, 1.9289, -3.8852], [-0.9914, 1.7391, -2.9326], [1.4061, 3.4807, -2.1513], [-0.0890, 3.9928, -2.8385], [-0.2880, 4.4766, -0.5325], [-1.3004, 3.0582, -0.7648], [1.4764, 2.9802, 0.0765], [0.2714, 3.9831, 1.8833], [-0.8548, 2.6337, 1.8047], [2.1716, 2.4311, 2.3275], [0.9405, 2.2892, 3.5608], [0.1625, 0.3326, 2.6116], [2.2634, 0.0153, 3.7828], [1.7706, -1.2241, 2.6348], [-3.4494, 1.4101, 0.4468], [-2.2452, 0.1352, -0.3755], [-2.9660, -0.0719, -2.1646], [-2.7455, -1.5441, 0.5220], [-4.0187, -1.7441, 0.9649], [-4.3668, -2.9616, 1.6237], [-3.3797, -3.9775, 1.8547], [-2.0955, -3.7677, 1.4319], [-1.7522, -2.5865, 0.7392], [0.0429, -2.3030, 0.0126], [1.1120, -3.6624, 0.8804], [-0.2122, -3.0595, -1.7701], [-4.4696, 1.1603, 0.1538], [-3.2220, 2.4040, 0.0678], [-3.3500, 1.3946, 1.5304], [-3.9465, -0.5415, -2.0832], [-2.3243, -0.6797, -2.7986], [-3.0839, 0.9205, -2.5981], [-4.8048, -1.0109, 0.8324], [-5.3846, -3.1261, 1.9617], [-3.6796, -4.8903, 2.3558], [-1.3501, -4.5323, 1.6102], [0.7351, -4.6529, 0.6270], [1.1253, -3.5262, 1.9600], [2.1270, -3.5774, 0.4919], [-0.6328, -4.0593, -1.6731], [0.7729, -3.1279, -2.2324], [-0.8685, -2.4444, -2.3814]], "spin_multiplicity": 5, "charge": 4, "e_tot_ev": -152462.1147}

{"formula": "C20H40Br20", "method": "ωB97M-V with the def2-TZVPD basis set", "symbols": ["Br", "C", "C", "Br", "H", "H", "H", "H", "Br", "C", "C", "Br", "H", "H", "H", "H", "Br", "C", "C", "Br", "H", "H", "H", "H", "Br", "C", "C", "Br", "H", "H", "H", "H", "Br", "C", "C", "Br", "H", "H", "H", "H", "Br", "C", "C", "Br", "H", "H", "H", "H", "Br", "C", "C", "Br", "H", "H", "H", "H", "Br", "C", "C", "Br", "H", "H", "H", "H", "Br", "C", "C", "Br", "H", "H", "H", "H", "Br", "C", "C", "Br", "H", "H", "H", "H"], "coordinates": [[-2.2826, -2.7381, -6.8407], [-2.4172, -2.6111, -4.8792], [-2.8330, -3.9559, -4.2871], [-3.0671, -3.6349, -2.3593], [-3.0804, -1.7805, -4.6814], [-1.4126, -2.4741, -4.4924], [-2.0376, -4.6908, -4.3130], [-3.7754, -4.3483, -4.6524], [2.0824, 5.4981, 0.3447], [2.2384, 4.7586, 2.1871], [1.6815, 3.3610, 2.2910], [1.9054, 2.7184, 4.1756], [1.7085, 5.4216, 2.8626], [3.3029, 4.7765, 2.3995], [2.1067, 2.5893, 1.6608], [0.6138, 3.3754, 2.0885], [0.0524, 0.3479, 1.8407], [0.4333, -0.0961, -0.0764], [-0.2667, -1.3674, -0.4494], [0.1295, -1.5479, -2.3754], [1.5079, -0.2581, -0.0798], [0.1483, 0.7105, -0.7447], [-1.3537, -1.3611, -0.4345], [0.0656, -2.2498, 0.0893], [-1.1612, 6.6754, 0.0743], [-0.4075, 4.8363, 0.1140], [-1.4964, 3.8141, 0.4604], [-0.6160, 2.0789, 0.7959], [0.3859, 4.8396, 0.8556], [0.0359, 4.6160, -0.8524], [-2.1248, 3.6665, -0.4094], [-2.0671, 4.1351, 1.3240], [-0.9427, -3.6657, 5.5925], [0.0554, -2.0632, 6.1567], [-0.6311, -1.3786, 7.2949], [-0.5737, -2.5378, 8.9482], [0.1535, -1.4538, 5.2603], [1.0968, -2.2697, 6.4032], [-1.6913, -1.2036, 7.1637], [-0.0647, -0.4934, 7.5721], [-2.0489, -3.9095, 2.0527], [-3.3463, -4.6206, 3.3588], [-3.0563, -6.0573, 3.7797], [-3.8978, -6.5609, 5.5155], [-4.3322, -4.5696, 2.9049], [-3.3489, -3.9719, 4.2282], [-1.9922, -6.2615, 3.8478], [-3.5053, -6.7605, 3.0859], [-5.0858, -2.7203, 0.3002], [-5.3222, -0.7606, 0.1885], [-4.0022, -0.0210, 0.3198], [-4.3782, 1.8994, 0.0337], [-6.0239, -0.4985, 0.9781], [-5.8947, -0.4914, -0.6971], [-3.2601, -0.3394, -0.4066], [-3.6064, -0.1341, 1.3250], [3.9298, -1.6531, -0.9303], [3.7845, -1.6218, -2.8746], [4.8618, -0.7782, -3.5091], [4.8830, -1.2728, -5.4266], [2.8079, -1.2060, -3.0961], [3.8285, -2.6607, -3.1833], [5.8717, -1.0251, -3.2059], [4.6061, 0.2711, -3.4015], [6.7755, 2.5435, -2.1424], [5.4447, 3.8612, -1.5278], [4.1126, 3.7083, -2.2446], [3.0646, 2.2968, -1.4186], [5.8761, 4.8311, -1.7675], [5.3214, 3.8127, -0.4494], [4.2914, 3.4363, -3.2789], [3.6160, 4.6631, -2.0900], [2.8039, 1.1479, -3.8608], [0.9254, 0.6280, -3.9098], [0.2270, 0.9874, -2.6055], [-1.6864, 0.8054, -2.8121], [0.8209, -0.4006, -4.2485], [0.4389, 1.1851, -4.7131], [0.6081, 1.9499, -2.2779], [0.4868, 0.2290, -1.8690]], "relative_energy_kj_mol": 1236.9, "e_tot_ev": -1422228.1358}

{"formula": "C20H40Cl20", "method": "ωB97M-V with the def2-TZVPD basis set", "symbols": ["Cl", "C", "C", "Cl", "H", "H", "H", "H", "Cl", "C", "C", "Cl", "H", "H", "H", "H", "Cl", "C", "C", "Cl", "H", "H", "H", "H", "Cl", "C", "C", "Cl", "H", "H", "H", "H", "Cl", "C", "C", "Cl", "H", "H", "H", "H", "Cl", "C", "C", "Cl", "H", "H", "H", "H", "Cl", "C", "C", "Cl", "H", "H", "H", "H", "Cl", "C", "C", "Cl", "H", "H", "H", "H", "Cl", "C", "C", "Cl", "H", "H", "H", "H", "Cl", "C", "C", "Cl", "H", "H", "H", "H"], "coordinates": [[10.4925, 20.7992, 9.6730], [11.1078, 19.4881, 10.6476], [10.8816, 18.1816, 9.9674], [11.2213, 16.8722, 11.1077], [10.5262, 19.5784, 11.5650], [12.1708, 19.4676, 10.8881], [11.4842, 18.0805, 9.0648], [9.8365, 18.0182, 9.7042], [11.6817, 22.3494, 5.8897], [9.9909, 21.9682, 6.2442], [9.2169, 21.5926, 5.0181], [7.7012, 20.9166, 5.5230], [9.6445, 22.8648, 6.7582], [9.9736, 21.0895, 6.8889], [9.7686, 20.8699, 4.4169], [8.9527, 22.4698, 4.4276], [7.7990, 12.9835, 8.6122], [8.7814, 14.2644, 9.3327], [10.2216, 13.7657, 9.4135], [11.1032, 13.9727, 7.9022], [8.3785, 14.3838, 10.3385], [8.7571, 15.2304, 8.8283], [10.3848, 12.7142, 9.6496], [10.7703, 14.3025, 10.1875], [13.7854, 16.9076, 14.6209], [13.1391, 18.3342, 13.6563], [12.4272, 19.3418, 14.6763], [11.2361, 18.4450, 15.6991], [12.3940, 18.0135, 12.9281], [13.9586, 18.8496, 13.1555], [11.8899, 20.0423, 14.0370], [13.0235, 19.9702, 15.3378], [8.2242, 20.2871, 16.3308], [7.5829, 18.6457, 15.9560], [7.3104, 18.2725, 14.4488], [8.6499, 18.5984, 13.3115], [6.6564, 18.4902, 16.5088], [8.3050, 17.8952, 16.2775], [6.4774, 18.8786, 14.0927], [6.9939, 17.2408, 14.2953], [14.5518, 14.5927, 12.2332], [14.0998, 14.8097, 10.5215], [14.5229, 13.5168, 9.7946], [13.7549, 12.0651, 10.5318], [14.5586, 15.7502, 10.2167], [13.0263, 14.9656, 10.4146], [15.6019, 13.3629, 9.7804], [14.1315, 13.5613, 8.7783], [9.5875, 14.7496, 16.2074], [11.1517, 14.3406, 15.4298], [11.1519, 14.9376, 13.9289], [10.1625, 13.9304, 12.8519], [11.2690, 13.2578, 15.4723], [11.9593, 14.7464, 16.0390], [12.1394, 14.8976, 13.4693], [10.7618, 15.9554, 13.9253], [13.9251, 21.5997, 11.5430], [14.0364, 22.7435, 10.1559], [14.2450, 24.1241, 10.6274], [15.7565, 24.2856, 11.6723], [13.0607, 22.6798, 9.6742], [14.8544, 22.3929, 9.5266], [13.3670, 24.4392, 11.1912], [14.3868, 24.7547, 9.7497], [7.0218, 18.2640, 9.7582], [7.1092, 19.9715, 9.9032], [5.7625, 20.5135, 10.2669], [5.1871, 19.8934, 11.7967], [7.4988, 20.2056, 8.9125], [7.8491, 20.2540, 10.6521], [5.1208, 20.2444, 9.4279], [5.7151, 21.6012, 10.2156], [11.1654, 24.4347, 9.0940], [10.0034, 24.4183, 10.4962], [8.5898, 24.7445, 10.0710], [8.0536, 23.6685, 8.7666], [10.2832, 25.2156, 11.1848], [10.1894, 23.4003, 10.8384], [8.6625, 25.7625, 9.6883], [7.8529, 24.7028, 10.8731]], "relative_energy_kj_mol": 17.9, "spin_multiplicity": 2, "charge": -1, "e_tot_ev": -271838.6206}

Which formula does entry 1 have?
C20H40As2N4Pd

Which formula does entry 2 have?
C20H40Br20